1.
{"formula": "C45H75Si", "method": "ωB97M-V/def2-TZVPD", "max_force_ev_per_a": 1.6, "total_charge": 1, "homo_lumo_gap_ev": 5.16, "symbols": ["C", "C", "C", "C", "C", "C", "C", "C", "C", "C", "C", "C", "C", "C", "C", "C", "C", "C", "C", "C", "C", "C", "H", "H", "H", "H", "H", "H", "H", "H", "H", "H", "H", "H", "H", "H", "H", "H", "H", "H", "H", "H", "H", "H", "H", "H", "H", "H", "H", "H", "H", "C", "C", "C", "C", "C", "C", "Si", "C", "C", "C", "C", "C", "C", "C", "C", "C", "C", "C", "C", "C", "C", "C", "C", "C", "H", "H", "H", "H", "H", "H", "H", "H", "H", "H", "H", "H", "H", "H", "H", "H", "H", "H", "H", "H", "H", "H", "H", "H", "H", "H", "H", "H", "H", "H", "H", "H", "H", "H", "H", "H", "H", "H", "H", "H", "H", "H", "H", "H", "H", "H"], "coordinates": [[-4.620, 2.360, 4.659], [-3.797, 1.386, 3.881], [-3.131, 0.361, 4.548], [-2.402, -0.606, 3.865], [-1.797, -1.671, 4.745], [-2.286, -0.529, 2.463], [-1.482, -1.578, 1.695], [-2.145, -2.968, 1.780], [0.001, -1.630, 2.146], [0.780, -0.414, 1.887], [2.061, -0.132, 2.391], [2.573, 1.212, 2.241], [1.722, 2.285, 1.633], [3.833, 1.540, 2.714], [4.651, 0.598, 3.343], [6.017, 0.973, 3.813], [4.154, -0.692, 3.542], [2.908, -1.089, 3.082], [2.510, -2.494, 3.417], [-2.946, 0.515, 1.782], [-2.908, 0.640, 0.281], [-3.674, 1.465, 2.496], [-5.071, 3.099, 3.989], [-5.422, 1.844, 5.206], [-4.005, 2.885, 5.403], [-3.199, 0.296, 5.635], [-1.387, -2.538, 4.225], [-1.005, -1.241, 5.380], [-2.571, -2.050, 5.431], [-1.461, -1.305, 0.632], [-3.186, -2.903, 1.435], [-1.613, -3.695, 1.151], [-2.167, -3.351, 2.805], [0.021, -1.838, 3.221], [0.477, -2.487, 1.644], [0.260, 0.374, 1.334], [2.249, 3.245, 1.675], [1.486, 2.090, 0.575], [0.777, 2.397, 2.185], [4.198, 2.563, 2.604], [6.492, 0.115, 4.296], [6.645, 1.300, 2.977], [5.971, 1.797, 4.534], [4.780, -1.409, 4.076], [3.405, -3.049, 3.738], [1.809, -2.515, 4.267], [2.082, -3.043, 2.571], [-3.534, 1.493, -0.015], [-1.892, 0.832, -0.101], [-3.314, -0.257, -0.216], [-4.169, 2.270, 1.951], [-7.140, -3.494, -4.603], [-5.876, -4.129, -4.043], [-4.783, -3.092, -3.841], [-3.507, -3.733, -3.311], [-2.401, -2.710, -3.105], [-1.077, -3.347, -2.635], [0.387, -3.044, -3.780], [1.900, -3.914, -3.107], [1.739, -5.440, -2.925], [1.912, -5.914, -1.480], [1.653, -7.413, -1.292], [2.578, -8.320, -2.099], [2.312, -9.801, -1.836], [-0.051, -3.739, -5.470], [1.070, -3.661, -6.511], [0.675, -4.336, -7.821], [1.787, -4.243, -8.859], [1.419, -4.894, -10.186], [2.541, -4.750, -11.209], [0.802, -1.164, -3.887], [2.259, -0.769, -3.529], [2.222, -0.237, -2.063], [0.758, -0.127, -1.756], [-0.014, -0.529, -2.806], [-7.923, -4.245, -4.726], [-7.513, -2.714, -3.931], [-6.943, -3.038, -5.580], [-6.087, -4.611, -3.081], [-5.511, -4.910, -4.721], [-4.577, -2.579, -4.792], [-5.130, -2.324, -3.135], [-3.729, -4.242, -2.361], [-3.171, -4.512, -4.013], [-2.269, -2.144, -4.043], [-2.739, -1.966, -2.364], [-0.803, -2.936, -1.651], [-1.193, -4.434, -2.506], [2.716, -3.721, -3.821], [2.165, -3.425, -2.158], [0.754, -5.782, -3.286], [2.477, -5.951, -3.562], [2.927, -5.670, -1.136], [1.215, -5.361, -0.836], [1.758, -7.651, -0.227], [0.614, -7.638, -1.567], [2.452, -8.111, -3.168], [3.621, -8.081, -1.852], [2.996, -10.416, -2.428], [2.460, -10.047, -0.778], [1.286, -10.067, -2.113], [-0.358, -4.789, -5.333], [-0.938, -3.198, -5.835], [1.323, -2.607, -6.709], [1.991, -4.131, -6.129], [0.434, -5.393, -7.634], [-0.238, -3.867, -8.215], [2.035, -3.185, -9.029], [2.694, -4.722, -8.462], [1.200, -5.955, -10.016], [0.500, -4.433, -10.569], [2.256, -5.213, -12.156], [2.764, -3.695, -11.397], [3.457, -5.234, -10.854], [0.547, -0.911, -4.928], [2.984, -1.578, -3.655], [2.567, 0.046, -4.199], [2.759, -0.915, -1.377], [2.736, 0.737, -2.014], [0.398, 0.302, -0.821], [-1.094, -0.423, -2.910]], "atomic_forces_ev_per_a": [[-0.2, 0.3, 0.1], [0.3, -0.1, 0.0], [-0.2, 0.1, -0.3], [0.0, 0.3, -0.1], [0.1, -0.3, 0.5], [0.1, 0.0, 0.1], [0.0, 0.1, -0.2], [0.0, 0.0, -0.1], [-0.9, -0.4, -0.3], [0.8, 0.2, 0.9], [-0.3, -0.1, -0.3], [0.3, 0.3, 0.0], [-0.1, 0.5, -0.1], [-0.5, 0.2, -0.4], [-0.1, 0.1, 0.0], [0.1, -0.2, 0.2], [-0.2, -0.2, -0.2], [0.1, 0.0, 0.5], [0.4, -0.5, 0.1], [0.2, -0.1, 0.2], [-0.1, 0.2, -0.3], [0.0, -0.2, 0.2], [0.0, -0.1, 0.2], [0.2, 0.2, -0.2], [-0.2, -0.1, -0.2], [-0.1, 0.0, -0.2], [-0.1, 0.3, 0.3], [-0.2, -0.1, -0.2], [0.3, 0.1, -0.2], [-0.1, 0.0, 0.2], [0.3, 0.0, 0.0], [-0.1, 0.1, 0.1], [-0.1, 0.0, -0.4], [0.4, 0.0, -0.3], [0.0, 0.1, 0.1], [0.2, -0.2, 0.2], [-0.2, -0.3, 0.0], [0.0, 0.0, 0.3], [0.3, 0.0, -0.2], [-0.2, -0.3, 0.0], [0.1, 0.2, -0.1], [-0.2, 0.0, 0.1], [0.0, -0.1, -0.1], [-0.2, 0.2, -0.2], [-0.3, 0.2, -0.1], [0.0, 0.0, -0.4], [0.0, 0.2, 0.3], [0.2, -0.3, 0.0], [-0.3, -0.2, 0.0], [0.2, 0.3, 0.1], [0.1, -0.2, 0.2], [-0.1, -0.2, 0.0], [-0.1, 0.2, 0.0], [0.1, -0.2, 0.0], [-0.1, 0.2, -0.1], [0.0, 0.0, 0.1], [0.2, 0.2, 0.3], [0.1, -0.2, -0.1], [0.2, -0.1, -0.1], [0.0, -0.1, -0.2], [-0.1, -0.1, -0.1], [0.0, 0.1, 0.0], [0.0, 0.1, 0.0], [0.1, 0.0, -0.1], [0.0, 0.1, 0.2], [-0.2, 0.0, 0.0], [0.2, 0.1, -0.1], [-0.1, -0.1, 0.0], [0.1, 0.1, 0.1], [-0.1, -0.1, -0.1], [-0.1, -0.7, -0.1], [0.0, 0.3, -0.1], [0.5, -0.3, -0.2], [-1.1, -0.1, -1.2], [0.8, 1.0, 1.0], [-0.1, 0.1, 0.0], [0.0, -0.1, -0.1], [-0.1, 0.0, 0.1], [0.0, 0.0, -0.1], [-0.1, 0.1, 0.1], [0.0, -0.1, 0.1], [0.0, -0.1, -0.1], [0.1, 0.1, -0.1], [0.0, 0.1, 0.1], [0.0, -0.1, 0.1], [0.0, -0.2, -0.2], [0.0, -0.2, -0.1], [0.0, 0.2, 0.0], [-0.1, 0.0, 0.3], [0.1, -0.1, -0.1], [0.2, 0.0, 0.1], [-0.2, 0.1, 0.2], [-0.1, 0.0, 0.0], [0.1, 0.0, -0.1], [-0.1, 0.0, -0.1], [0.1, 0.0, 0.1], [0.0, -0.1, 0.1], [-0.1, 0.0, -0.1], [-0.1, 0.0, 0.1], [0.0, 0.0, -0.2], [0.2, 0.0, 0.1], [0.0, 0.2, 0.0], [0.1, -0.2, 0.0], [0.0, -0.2, 0.0], [-0.2, 0.1, 0.0], [0.0, 0.2, 0.0], [0.1, -0.1, 0.1], [0.0, -0.1, 0.0], [-0.1, 0.1, -0.1], [0.0, 0.1, -0.1], [0.1, -0.1, 0.0], [0.1, 0.1, 0.0], [0.0, -0.1, 0.0], [-0.1, 0.1, -0.1], [-0.1, 0.4, 0.4], [-0.2, 0.2, 0.0], [0.0, -0.2, 0.2], [-0.1, 0.1, -0.1], [-0.2, -0.3, 0.2], [-0.1, 0.0, -0.3], [0.3, -0.1, 0.4]], "mulliken_charge": [-1.461, 0.687, -0.936, 1.513, -2.214, 0.048, 1.236, -1.803, -0.993, 0.483, 0.748, 1.038, -1.507, -1.116, 0.551, -1.396, -1.148, 1.280, -1.405, 0.666, -1.207, -1.075, 0.362, 0.335, 0.334, 0.445, 0.234, 0.367, 0.491, -0.187, 0.492, 0.380, 0.271, -0.186, 0.495, 0.037, 0.454, 0.174, 0.386, 0.433, 0.387, 0.355, 0.355, 0.338, 0.502, 0.314, 0.202, 0.473, 0.193, 0.195, 0.311, -1.287, -0.305, -0.647, -0.791, -0.251, 0.708, -1.816, -0.307, -0.892, -0.341, -0.836, -0.201, -1.336, -0.471, -0.684, -0.723, -0.705, -0.288, -1.262, 0.618, -1.114, -0.730, 0.417, -1.187, 0.387, 0.318, 0.319, 0.313, 0.316, 0.321, 0.247, 0.317, 0.292, 0.520, -0.320, -0.752, 0.926, 0.424, 0.404, 0.300, 0.364, 0.387, 0.003, 0.390, 0.284, 0.237, 0.288, 0.367, 0.333, 0.332, 0.443, 0.561, 0.275, 0.224, 0.343, 0.300, 0.344, 0.313, 0.304, 0.320, 0.384, 0.317, 0.315, 0.739, 0.191, 0.460, 0.175, 0.442, -0.003, 0.736]}

2.
{"formula": "C8H16O2SSi", "method": "ωB97M-V/def2-TZVPD", "max_force_ev_per_a": 4.7, "relative_energy_kcal_mol": 96.0, "smiles": "C=[S@@]1(=O)CC(C)=C([Si](C)(C)C)O1", "homo_lumo_gap_ev": 9.23, "symbols": ["C", "C", "C", "C", "C", "C", "C", "C", "O", "O", "Si", "S", "H", "H", "H", "H", "H", "H", "H", "H", "H", "H", "H", "H", "H", "H", "H", "H"], "coordinates": [[-1.477, 0.166, -0.288], [-0.344, 0.390, 0.426], [-2.734, 0.560, 0.428], [-3.223, 1.792, 2.959], [-1.585, -0.327, -1.736], [1.979, 0.535, -1.843], [1.263, -2.036, -0.112], [2.428, 0.594, 1.388], [-0.605, 0.863, 1.723], [-2.421, -0.715, 2.583], [1.377, -0.162, -0.087], [-2.298, 0.631, 2.093], [-3.044, 1.629, 0.124], [-3.535, -0.143, 0.111], [-3.047, 2.908, 2.574], [-3.006, 1.849, 4.027], [-2.590, -0.544, -2.187], [-1.182, -1.305, -1.688], [-0.905, 0.253, -2.397], [1.848, 1.600, -1.544], [2.959, -0.019, -1.977], [1.179, 0.233, -2.594], [0.944, -2.462, -1.086], [2.325, -2.499, -0.077], [0.776, -2.379, 0.715], [2.329, 1.749, 1.409], [2.068, 0.371, 2.391], [3.454, 0.306, 1.362]], "atomic_forces_ev_per_a": [[0.3, 0.9, -0.4], [-1.9, -0.4, -0.8], [-0.7, 1.9, -2.6], [1.8, 1.8, -1.8], [0.4, 0.2, 0.3], [-1.8, -1.5, 1.8], [3.8, 0.0, -2.8], [-1.3, 1.5, -0.6], [-0.7, 0.1, 0.0], [0.4, -0.2, 0.7], [0.9, 0.6, 0.5], [-0.8, 0.5, 1.8], [0.3, -1.5, 0.3], [0.2, 0.5, 1.2], [-0.4, -2.6, 0.3], [0.1, -0.8, -0.1], [0.7, 1.0, 0.7], [0.7, -1.2, -0.3], [-0.9, -0.3, 0.2], [1.1, -0.4, -1.0], [-0.9, 1.5, -0.2], [1.4, 0.4, 0.8], [-0.5, 0.4, 0.7], [-1.3, 0.9, 0.2], [-1.7, -1.2, 2.0], [0.4, -1.7, -0.5], [-0.3, -0.6, -0.1], [0.9, 0.0, -0.2]], "mulliken_charge": [0.459, 0.530, -0.711, -0.912, -1.405, -0.937, -1.114, -1.053, -0.506, -0.674, 0.236, 1.002, 0.295, 0.446, 0.223, 0.313, 0.357, 0.332, 0.168, 0.255, 0.341, 0.290, 0.337, 0.321, 0.430, 0.271, 0.342, 0.365]}

3.
{"formula": "C9H10O3", "method": "ωB97M-V/def2-TZVPD", "max_force_ev_per_a": 9.4, "relative_energy_kcal_mol": 88.3, "smiles": "Cc1cccc(OCC(=O)O)c1", "homo_lumo_gap_ev": 9.40, "symbols": ["C", "C", "C", "C", "C", "C", "C", "C", "C", "H", "H", "H", "H", "H", "H", "H", "H", "H", "H", "O", "O", "O"], "coordinates": [[-3.689, -1.360, -0.607], [-2.740, -0.260, -0.166], [-2.662, 0.957, -0.519], [-1.536, 1.770, -0.139], [-0.536, 1.382, 0.789], [-0.250, -0.066, 0.707], [1.895, -1.024, 0.402], [2.777, -0.049, -0.306], [-1.483, -0.724, 0.403], [-4.449, -1.013, -1.484], [-3.278, -2.308, -0.965], [-4.359, -1.576, 0.239], [-3.343, 1.581, -1.251], [-1.611, 2.908, -0.308], [0.318, 2.110, 0.911], [1.433, -1.676, -0.370], [2.340, -1.498, 1.206], [4.097, -0.020, -1.722], [-1.317, -1.815, 0.266], [0.938, -0.554, 1.302], [3.773, -0.618, -0.982], [2.728, 1.117, -0.308]], "atomic_forces_ev_per_a": [[-2.9, 1.3, -1.3], [2.6, -6.6, 0.8], [-0.1, 8.8, -3.4], [-0.5, 2.1, 2.4], [1.8, -0.8, -3.9], [-3.7, 3.1, 1.9], [-1.2, -0.6, -0.7], [1.0, -0.7, -0.1], [2.6, -2.9, -0.3], [1.9, -0.5, 2.0], [0.5, 0.4, 0.3], [0.1, -0.2, -0.2], [0.8, -1.8, 1.6], [0.1, -2.0, 0.0], [-1.1, -0.9, 0.5], [0.5, 0.0, 0.6], [2.7, -2.2, 0.2], [-0.6, -0.7, 1.7], [-0.5, 0.4, 0.6], [-3.4, 1.6, -1.3], [0.9, -1.4, -1.9], [-1.5, 3.6, 0.5]], "mulliken_charge": [-1.245, 0.743, -0.240, -0.238, -0.616, 0.349, -0.408, 0.601, -0.461, 0.274, 0.337, 0.299, 0.196, 0.248, 0.305, 0.304, 0.364, 0.356, 0.211, -0.390, -0.496, -0.495]}

4.
{"formula": "C11H21AuCl3N3O6PTe", "method": "ωB97M-V/def2-TZVPD", "max_force_ev_per_a": 0.8, "relative_energy_kcal_mol": 13.6, "total_charge": 1, "homo_lumo_gap_ev": [4.54, 4.54], "symbols": ["Au", "Cl", "C", "Cl", "Cl", "C", "O", "O", "N", "C", "N", "C", "C", "O", "C", "C", "H", "H", "H", "H", "H", "H", "H", "H", "N", "H", "H", "H", "C", "C", "O", "P", "O", "Te", "O", "C", "C", "H", "H", "H", "H", "H", "H", "H", "H", "H", "H"], "coordinates": [[-0.079, -0.279, 1.277], [1.099, -2.487, -0.613], [2.437, -2.518, 0.555], [1.929, -3.405, 2.022], [3.797, -3.348, -0.160], [2.840, -1.057, 0.982], [3.983, -0.722, 0.887], [1.915, -0.262, 1.477], [-2.072, -0.153, 0.920], [-3.198, 0.034, 0.751], [-4.455, 0.284, 0.568], [-4.902, 0.965, -0.669], [-6.106, 1.821, -0.320], [-7.108, 1.041, 0.301], [-6.665, 0.517, 1.534], [-5.501, -0.436, 1.323], [-5.174, 0.209, -1.408], [-4.082, 1.570, -1.054], [-6.538, 2.238, -1.227], [-5.803, 2.644, 0.340], [-7.504, -0.018, 1.976], [-6.366, 1.330, 2.207], [-5.822, -1.304, 0.742], [-5.088, -0.769, 2.273], [-0.176, -1.394, 3.164], [0.795, -1.602, 3.382], [-0.679, -2.275, 3.122], [-0.566, -0.822, 3.906], [3.266, 0.772, -3.599], [3.044, 0.047, -2.296], [1.684, 0.279, -1.796], [1.191, 1.588, -1.110], [0.075, 1.230, -0.059], [-0.085, 3.069, -2.333], [2.506, 2.180, -0.496], [2.537, 3.323, 0.407], [2.400, 2.892, 1.846], [4.256, 0.518, -3.980], [3.227, 1.853, -3.462], [2.525, 0.481, -4.342], [3.745, 0.352, -1.523], [3.090, -1.033, -2.417], [1.752, 4.019, 0.103], [3.502, 3.784, 0.217], [1.417, 2.461, 2.035], [2.523, 3.766, 2.487], [3.160, 2.155, 2.100]], "atomic_forces_ev_per_a": [[0.6, 0.3, 0.2], [-0.1, -0.1, 0.1], [0.0, 0.1, 0.0], [0.0, -0.1, 0.0], [0.0, 0.0, 0.0], [0.1, -0.1, -0.2], [-0.1, 0.0, 0.1], [-0.2, -0.1, 0.2], [0.1, -0.2, 0.3], [-0.1, 0.1, 0.0], [0.1, -0.1, -0.1], [0.0, 0.1, 0.0], [0.0, 0.0, 0.0], [0.0, 0.0, 0.0], [0.0, 0.0, 0.0], [0.0, 0.0, 0.0], [0.0, 0.0, 0.0], [0.0, 0.0, 0.0], [0.0, 0.0, 0.0], [0.0, 0.0, 0.0], [0.0, 0.0, 0.0], [0.0, 0.0, 0.0], [0.0, 0.0, 0.0], [0.0, 0.0, 0.0], [-0.1, 0.0, -0.3], [0.0, 0.0, 0.0], [0.0, 0.0, 0.0], [0.0, 0.0, 0.0], [0.0, 0.0, 0.0], [-0.1, 0.0, 0.0], [0.1, -0.3, 0.2], [-0.2, 0.7, -0.4], [-0.2, -0.5, 0.0], [-0.1, 0.2, -0.2], [0.1, -0.3, 0.4], [0.0, 0.1, -0.2], [0.0, 0.0, 0.0], [0.0, 0.0, 0.0], [0.0, 0.0, 0.0], [0.0, 0.0, 0.0], [0.0, 0.0, 0.0], [0.0, 0.0, 0.0], [0.0, 0.0, 0.0], [0.0, 0.0, 0.0], [0.0, 0.0, 0.0], [0.0, 0.0, 0.0], [0.0, 0.0, 0.0]], "mulliken_charge": [1.228, -0.058, 0.605, -0.162, -0.059, 0.244, -0.523, -0.649, -0.514, 0.674, 0.095, -0.472, -0.589, -0.364, -0.590, -0.507, 0.274, 0.411, 0.352, 0.341, 0.355, 0.341, 0.285, 0.421, -0.779, 0.266, 0.333, 0.328, -1.275, 0.006, -0.150, -0.096, -0.344, -0.089, -0.152, -0.334, -0.830, 0.404, 0.317, 0.318, 0.291, 0.268, 0.321, 0.327, 0.078, 0.456, 0.196]}